C40H38InN7OS6 as an isolated structure, computed with ωB97M-V/def2-TZVPD.

The max |F| comes out at 0.0120 Eh/bohr. The orbital gap comes out at 7.01 eV. The value obtained for the total energy is -124753.0675 eV. As for the total charge: +2. The value obtained for the lowest unoccupied orbital energy is -5.25 eV. Its highest occupied orbital energy is -12.26 eV.

Each line ends with the Löwdin charge.
Element x y z (Å)
In -0.0090 -0.2465 0.7053  0.5265
S 0.5823 -1.2596 2.8858  0.6760
C 1.5452 -2.4765 2.1294  -1.0876
N 1.4710 -2.7696 0.8667  -0.0586
C 2.3648 -3.7780 0.5386  -0.3077
C 2.5671 -4.3227 -0.7286  -0.0276
C 3.5202 -5.3103 -0.8913  -0.0747
C 4.2707 -5.7767 0.1883  -0.0701
C 4.0751 -5.2612 1.4565  -0.0698
C 3.1229 -4.2642 1.6163  -0.4534
S 2.6774 -3.4098 3.0670  1.0789
H 1.9833 -3.9727 -1.5709  0.0689
H 3.6888 -5.7356 -1.8723  0.1070
H 5.0103 -6.5505 0.0356  0.1133
H 4.6439 -5.6221 2.3028  0.1179
S -3.7888 2.6824 6.3190  1.0782
C -3.3586 1.9102 7.7745  -0.3876
C -2.4573 0.9082 7.5801  -0.1619
C -2.1054 0.7553 6.2220  -0.1041
C -2.7405 1.6502 5.3957  -0.4785
C -2.5940 1.8150 3.9596  -0.1689
C -1.8692 0.8748 3.1968  -0.0553
N -1.6620 0.9899 1.9037  0.0513
C -2.1684 2.0415 1.2373  -0.1661
C -2.9502 3.0121 1.8873  -0.1128
C -3.5236 4.0843 1.1285  0.0101
C -3.3340 4.1640 -0.2045  0.0060
C -2.5247 3.2004 -0.8902  -0.1128
C -2.3050 3.2605 -2.2676  0.0809
C -1.4928 2.3301 -2.8933  -0.1706
C -0.9148 1.3407 -2.0729  -0.0708
N -1.1235 1.2524 -0.7753  0.0558
C -1.9194 2.1554 -0.1674  -0.1586
C -1.2365 2.3789 -4.3264  -0.4767
C -1.7756 3.2260 -5.2575  -0.1008
C -1.2812 3.0127 -6.5655  -0.1574
C -0.3736 2.0044 -6.6250  -0.3837
S -0.1088 1.3036 -5.0860  1.0431
C -3.1414 2.8840 3.2671  0.0545
H -3.7948 2.2394 8.7039  0.0786
H -2.0633 0.3105 8.3880  0.1133
H -1.3951 0.0159 5.8788  0.1124
H -1.4659 -0.0091 3.6728  0.0573
H -4.1212 4.8198 1.6515  0.1294
H -3.7852 4.9610 -0.7814  0.1279
H -2.7816 4.0497 -2.8342  0.1313
H -0.2605 0.5959 -2.5103  0.0708
H -2.5177 3.9764 -5.0270  0.1160
H -1.5835 3.5890 -7.4270  0.1167
H 0.1559 1.6284 -7.4854  0.0765
H -3.7238 3.6338 3.7883  0.1117
S 2.0993 -0.0173 -0.7795  0.7861
C 2.1531 -1.1010 -2.1071  -0.7358
N 3.2917 -1.1742 -2.7874  0.0409
C 3.4962 -2.0651 -3.9272  -0.1357
C 2.1717 -2.2396 -4.6478  -0.1414
C 1.1209 -2.7176 -3.6582  -0.1458
N 1.1093 -1.8412 -2.4836  0.0423
H 4.0643 -0.6253 -2.4474  0.1389
H 3.8743 -3.0305 -3.5802  0.1269
H 4.2417 -1.6238 -4.5851  0.1335
H 2.2701 -2.9637 -5.4540  0.1313
H 1.8687 -1.2847 -5.0717  0.1017
H 1.3317 -3.7465 -3.3528  0.1120
H 0.1307 -2.6981 -4.1129  0.1329
H 0.3281 -1.8910 -1.8490  0.0918
O 1.0517 1.7938 1.3606  -0.6664
S 1.4224 3.2636 1.3411  1.0057
C 2.7890 3.4736 0.1323  -0.2999
C 3.9861 4.0293 0.8925  -0.2219
C 3.9635 3.3356 2.2501  -0.2218
C 2.5439 3.5099 2.7658  -0.2901
H 2.4414 4.1187 -0.6735  0.0939
H 2.9810 2.4788 -0.2595  0.0347
H 3.8956 5.1102 1.0179  0.1208
H 4.9121 3.8358 0.3514  0.1233
H 4.6930 3.7556 2.9412  0.1247
H 4.1791 2.2714 2.1294  0.1224
H 2.3644 4.5259 3.1213  0.0990
H 2.2535 2.7951 3.5338  0.1017
N -4.6700 -4.5352 0.1629  0.1661
C -3.6529 -3.6661 0.0703  -0.2903
C -3.8753 -2.2747 0.0281  0.0155
C -2.8067 -1.4235 -0.0427  -0.1272
N -1.5252 -1.8351 -0.0853  -0.0347
C -1.3069 -3.1630 -0.0620  -0.1257
C -2.3115 -4.0909 0.0006  0.0207
H -5.6174 -4.2109 0.2385  0.1203
H -4.5072 -5.5239 0.2294  0.1215
H -4.8789 -1.8725 0.0637  0.1235
H -2.9654 -0.3542 -0.0752  0.0990
H -0.2699 -3.4741 -0.0864  0.0867
H -2.0693 -5.1451 0.0101  0.1246